No. 1
{"formula": "C9H15N2O", "method": "wB97M-V/def2-TZVPD", "species": ["C", "C", "C", "C", "C", "C", "C", "C", "C", "N", "N", "O", "H", "H", "H", "H", "H", "H", "H", "H", "H", "H", "H", "H", "H", "H", "H"], "positions_angstrom": [[-2.430, -1.208, 0.248], [-1.421, 1.121, 0.375], [-0.168, -1.912, -0.556], [-2.490, 0.106, 0.820], [0.049, 0.747, 0.561], [1.023, 1.595, -1.876], [1.917, -0.490, 1.716], [1.012, 1.670, -0.276], [0.528, -0.211, 1.397], [-1.408, -1.688, -0.294], [0.293, -1.729, -1.755], [-1.743, 2.142, -0.168], [-3.322, -1.795, 0.057], [-3.494, 0.556, 0.771], [-2.362, -0.163, 1.947], [1.993, 1.845, -2.198], [0.302, 2.304, -2.203], [0.697, 0.510, -2.072], [2.474, -0.918, 0.835], [2.208, -1.101, 2.653], [2.523, 0.465, 2.021], [0.675, 2.608, 0.039], [1.954, 1.581, 0.074], [-0.178, -0.659, 2.072], [0.365, -2.363, 0.151], [-0.268, -1.212, -2.485], [1.268, -1.801, -1.854]], "atomic_forces_ev_per_a": [[0.1, -0.8, -2.1], [0.9, -1.0, 0.2], [-4.1, 1.7, -2.1], [-0.3, 1.2, 3.1], [1.3, 0.4, -1.1], [-1.7, -2.3, 3.0], [4.1, 0.5, 1.2], [-3.2, -1.3, -1.1], [-1.8, 1.9, 0.4], [0.3, -1.1, 0.1], [-0.8, 0.9, -1.8], [-0.1, -0.2, 0.1], [-0.4, 0.0, 0.6], [0.4, -0.2, -0.2], [-0.1, 0.8, -1.4], [1.1, 0.0, -0.7], [-0.6, 0.3, -0.7], [0.8, 2.0, -0.5], [-0.3, 0.3, 0.8], [-1.3, 0.4, -1.6], [-1.2, -1.3, -1.0], [-0.4, 1.8, 0.1], [3.1, -0.6, 1.2], [-0.5, -0.5, 0.1], [2.5, -1.8, 2.7], [1.0, -1.0, 1.3], [1.2, -0.2, -0.6]], "mol_weight_g_mol": 167.23, "smiles": "C/C=C(\\CC)C(=O)C/C=N\\C=[NH2+]", "e_homo_ev": -13.21, "lumo_ha": -0.1392, "homo_lumo_gap_ev": 9.42, "max_force_ev_per_a": 4.93, "total_charge": 1}

No. 2
{"formula": "C7H28NO6", "method": "wB97M-V/def2-TZVPD", "species": ["C", "C", "C", "C", "C", "C", "C", "N", "H", "H", "H", "H", "H", "H", "H", "H", "H", "H", "H", "H", "H", "H", "H", "H", "H", "H", "O", "H", "H", "O", "H", "H", "O", "H", "H", "O", "H", "H", "O", "H", "H", "O"], "positions_angstrom": [[1.188, 0.491, -1.975], [0.607, 0.323, -0.590], [-0.883, -0.026, -0.611], [-1.480, -0.276, 0.775], [-1.337, -1.371, 1.522], [-2.372, 0.844, 1.282], [-1.817, 1.513, 2.556], [1.247, -0.910, 0.062], [0.425, 0.860, -2.646], [2.008, 1.218, -1.975], [1.669, -0.396, -2.362], [0.838, 1.105, 0.128], [-1.472, 0.797, -1.004], [-0.953, -0.873, -1.293], [-1.832, -1.458, 2.483], [-0.843, -2.300, 1.263], [-2.330, 1.657, 0.564], [-3.363, 0.471, 1.536], [-2.474, 2.329, 2.862], [-1.666, 0.860, 3.419], [-0.837, 1.934, 2.381], [0.752, -1.797, 0.038], [1.307, -0.750, 1.070], [2.191, -1.079, -0.262], [-1.792, -3.579, -0.575], [-1.617, -2.624, -1.880], [-1.190, -3.089, -1.144], [4.113, -1.668, 1.458], [3.210, -2.520, 2.348], [3.247, -2.093, 1.486], [2.853, 0.148, 3.737], [3.433, 1.362, 3.053], [3.031, 0.506, 2.859], [-1.442, 4.143, -0.930], [-0.414, 4.165, -2.001], [-0.485, 4.203, -1.038], [-1.932, 1.711, -3.808], [-2.347, 2.804, -2.829], [-1.691, 2.109, -2.960], [0.846, -3.328, -2.050], [1.955, -2.627, -2.924], [1.651, -2.789, -2.024]], "atomic_forces_ev_per_a": [[0.8, 1.0, 0.1], [-0.5, -1.6, 0.4], [-0.2, 0.3, 0.8], [-0.1, -0.1, -0.3], [-0.2, -0.5, 0.3], [1.2, 0.2, 1.1], [0.0, 0.0, 0.3], [0.4, 0.8, 1.2], [-0.1, -0.1, -0.3], [-0.2, 0.2, 0.1], [-0.5, -0.4, 0.0], [0.0, 0.3, -0.3], [0.4, 0.0, -0.5], [-0.3, 0.0, 0.2], [-0.1, 0.3, 0.1], [0.2, 0.3, -0.4], [-0.8, -0.1, -0.3], [-0.2, 0.1, -0.5], [0.0, 0.0, 0.0], [-0.3, -0.3, -0.2], [0.3, 0.3, -0.3], [-0.4, -0.2, -1.0], [0.3, 0.2, 0.0], [0.1, -0.2, -0.1], [-0.6, 0.1, -0.3], [-0.7, -0.3, 0.0], [1.4, -0.1, 0.1], [-0.1, 0.0, 0.1], [0.0, 0.0, 0.0], [0.1, -0.2, 0.0], [-0.1, -0.1, -0.1], [0.0, 0.0, -0.1], [0.1, 0.2, 0.2], [0.1, 0.0, 0.3], [0.3, -0.1, 0.1], [-0.4, 0.1, -0.3], [0.0, -0.1, 0.0], [-0.1, -0.1, -0.1], [0.0, 0.2, -0.1], [-0.1, 0.1, -0.2], [-0.3, -0.3, -0.1], [0.3, 0.1, 0.3]], "mol_weight_g_mol": 222.30, "spin_multiplicity": 2, "e_homo_ev": [-2.04, -9.44], "lumo_ha": [0.0004, -0.0027], "homo_lumo_gap_ev": [2.05, 9.37], "max_force_ev_per_a": 1.76, "total_charge": 0}

No. 3
{"formula": "C29H35N3O7", "method": "wB97M-V/def2-TZVPD", "species": ["C", "N", "C", "O", "C", "C", "C", "C", "C", "C", "C", "C", "N", "C", "C", "C", "C", "C", "C", "N", "O", "O", "C", "C", "C", "C", "C", "C", "H", "H", "H", "H", "H", "H", "H", "H", "H", "H", "H", "H", "H", "H", "H", "H", "H", "H", "H", "H", "H", "H", "H", "H", "H", "C", "C", "O", "O", "C", "C", "C", "O", "O", "C", "C", "H", "H", "H", "H", "H", "H", "H", "H", "H", "H"], "positions_angstrom": [[4.560, 0.276, -0.750], [3.704, 1.153, 0.004], [3.599, 2.496, -0.230], [4.319, 3.152, -0.974], [2.477, 3.026, 0.668], [1.261, 3.610, -0.105], [1.624, 4.817, -0.948], [1.461, 4.811, -2.336], [1.982, 5.851, -3.108], [2.569, 6.962, -2.486], [2.659, 7.005, -1.094], [2.166, 5.950, -0.325], [2.173, 1.844, 1.484], [1.278, 1.898, 2.472], [1.008, 0.798, 3.282], [0.322, 0.832, 4.476], [-0.280, -0.342, 5.054], [0.146, -1.660, 4.746], [-0.366, -2.753, 5.460], [0.215, -4.044, 5.288], [-0.305, -5.000, 5.910], [1.210, -4.170, 4.544], [-1.399, -2.585, 6.397], [-1.924, -1.307, 6.607], [-1.381, -0.206, 5.951], [2.861, 0.621, 1.054], [1.933, -0.454, 0.468], [3.712, -0.097, 2.099], [5.062, 0.829, -1.547], [5.305, -0.183, -0.091], [3.975, -0.543, -1.188], [2.890, 3.838, 1.303], [0.810, 2.824, -0.735], [0.522, 3.912, 0.655], [0.949, 3.966, -2.804], [1.939, 5.793, -4.194], [2.962, 7.783, -3.091], [3.130, 7.857, -0.597], [2.215, 5.979, 0.765], [0.802, 2.863, 2.663], [1.341, -0.188, 2.976], [0.118, 1.795, 4.952], [0.946, -1.843, 4.023], [-1.775, -3.466, 6.902], [-2.746, -1.177, 7.313], [-1.779, 0.803, 6.105], [1.414, -0.082, -0.422], [2.546, -1.317, 0.183], [1.203, -0.792, 1.204], [4.453, 0.569, 2.542], [3.131, -0.507, 2.923], [4.218, -0.946, 1.618], [3.687, 0.773, 7.574], [3.855, 0.534, 6.529], [3.720, -0.839, 6.141], [3.511, -1.317, 5.027], [3.772, -1.623, 7.272], [3.919, -3.048, 7.095], [3.711, -3.694, 8.441], [4.281, 1.585, 5.665], [4.444, 1.600, 4.446], [4.509, 2.724, 6.408], [5.070, 3.811, 5.651], [5.168, 4.990, 6.582], [3.181, -3.430, 6.380], [4.937, -3.257, 6.744], [3.715, -4.773, 8.322], [4.503, -3.430, 9.141], [2.762, -3.394, 8.890], [6.071, 3.531, 5.296], [4.429, 4.068, 4.796], [5.488, 5.864, 6.024], [4.209, 5.206, 7.056], [5.893, 4.813, 7.375]], "atomic_forces_ev_per_a": [[0.4, -0.5, 0.0], [-0.2, 0.9, -0.5], [1.1, 0.0, -0.4], [-1.2, -0.6, 0.7], [0.5, 0.7, -0.3], [-0.2, -0.3, 0.1], [0.0, 0.3, 0.1], [0.3, -0.1, 0.2], [-0.1, 0.3, 0.3], [0.0, -0.4, -0.1], [-0.1, 0.0, 0.2], [0.1, -0.2, -0.5], [-2.2, 0.6, 1.3], [2.1, 0.4, -0.8], [-0.8, -1.1, 1.6], [0.1, 0.7, -1.6], [-0.8, -1.5, 1.0], [0.4, 0.1, 0.4], [-0.7, 2.1, 0.2], [1.3, -3.1, -0.5], [0.9, 1.8, -1.1], [-2.0, 0.4, 1.4], [0.3, 0.2, -0.5], [0.1, -0.1, -0.1], [0.8, 0.1, -0.3], [0.6, -1.4, -0.5], [-0.5, 0.2, -0.3], [0.4, 0.3, 0.4], [-0.2, 0.1, 0.2], [0.0, 0.2, -0.2], [0.1, 0.3, -0.1], [-0.1, -0.6, -0.2], [0.1, 0.3, 0.3], [0.1, -0.2, -0.2], [0.3, 0.2, 0.0], [-0.1, 0.1, 0.2], [-0.1, -0.3, 0.2], [-0.2, -0.3, -0.2], [0.1, 0.1, -0.2], [0.3, -0.2, -0.1], [-0.2, 0.5, -0.1], [-0.2, -0.2, -0.2], [-0.2, 0.0, 0.5], [0.0, 0.2, 0.1], [0.2, 0.0, -0.3], [0.1, -0.4, 0.2], [0.0, -0.1, 0.1], [-0.3, 0.2, 0.1], [0.0, 0.0, -0.3], [-0.1, -0.1, 0.1], [0.3, 0.1, 0.0], [-0.2, 0.3, 0.1], [0.5, -0.1, -0.2], [-0.2, 0.1, -0.5], [-0.5, 1.1, 0.2], [0.2, -0.3, 0.0], [0.1, -0.9, -0.2], [-0.3, 0.5, 0.0], [0.0, 0.0, 0.3], [-0.8, -0.9, 0.7], [0.1, 0.1, -0.2], [0.3, 0.8, -0.7], [-0.2, -0.2, 0.4], [0.0, 0.1, 0.3], [0.3, 0.2, -0.1], [-0.2, 0.0, -0.2], [0.0, -0.2, 0.0], [0.0, 0.1, 0.0], [0.0, 0.0, -0.1], [-0.3, 0.0, -0.2], [0.2, -0.3, 0.1], [0.1, 0.2, -0.1], [0.0, 0.0, -0.1], [0.0, -0.1, 0.0]], "mol_weight_g_mol": 537.61, "e_homo_ev": -6.26, "lumo_ha": -0.0871, "homo_lumo_gap_ev": 3.89, "max_force_ev_per_a": 3.39, "total_charge": 0}

No. 4
{"formula": "C6H10", "method": "wB97M-V/def2-TZVPD", "species": ["C", "C", "C", "C", "C", "C", "H", "H", "H", "H", "H", "H", "H", "H", "H", "H"], "positions_angstrom": [[1.983, 0.405, 0.195], [0.810, -0.531, 0.482], [-0.408, -0.318, -0.440], [-1.587, -1.215, -0.027], [-0.830, 1.092, -0.446], [-1.187, 2.243, -0.422], [2.392, 0.250, -0.810], [1.666, 1.450, 0.270], [2.794, 0.242, 0.913], [1.131, -1.576, 0.378], [0.484, -0.405, 1.524], [-0.101, -0.583, -1.463], [-1.908, -0.965, 0.991], [-2.449, -1.083, -0.689], [-1.295, -2.271, -0.047], [-1.494, 3.266, -0.409]], "atomic_forces_ev_per_a": [[0.0, 0.0, 0.0], [0.0, 0.0, 0.1], [0.0, 0.0, 0.0], [0.0, -0.1, 0.0], [-0.2, 0.4, 0.0], [0.1, -0.4, 0.0], [-0.1, 0.0, 0.1], [0.1, -0.2, 0.0], [-0.1, 0.0, -0.1], [-0.1, 0.1, 0.0], [0.0, 0.0, -0.2], [-0.1, 0.1, 0.1], [0.1, 0.0, -0.1], [0.2, 0.0, 0.1], [0.0, 0.2, 0.0], [0.0, -0.2, 0.0]], "mol_weight_g_mol": 82.15, "smiles": "C#C[C@H](C)CC", "e_homo_ev": -9.94, "lumo_ha": 0.0429, "homo_lumo_gap_ev": 11.11, "max_force_ev_per_a": 0.47, "total_charge": 0}

No. 5
{"formula": "C5H13NO", "method": "wB97M-V/def2-TZVPD", "species": ["N", "C", "C", "C", "C", "C", "H", "H", "H", "H", "H", "H", "H", "H", "H", "H", "H", "H", "H", "O"], "positions_angstrom": [[-0.344, 0.483, -0.473], [0.089, -0.657, -1.304], [0.875, -1.452, -0.259], [1.681, -0.252, 0.481], [0.555, 0.744, 0.611], [-0.235, 0.821, 1.976], [-0.401, 1.433, -0.962], [0.669, -0.384, -2.269], [-0.707, -1.065, -1.731], [0.238, -2.147, 0.309], [1.691, -2.160, -0.733], [2.195, -0.571, 1.395], [2.406, 0.172, -0.198], [1.002, 1.804, 0.545], [0.480, 1.051, 2.788], [-1.187, 1.559, 1.917], [-0.833, 0.005, 2.245], [-2.018, 0.144, -1.104], [-3.475, 0.240, -1.373], [-2.682, 0.232, -1.862]], "atomic_forces_ev_per_a": [[-0.6, 2.0, -1.6], [4.1, 2.4, 0.7], [3.1, -0.8, -1.4], [-1.9, -2.1, 0.1], [0.0, 1.8, 2.5], [-0.6, 2.1, -0.9], [-0.1, -1.6, -0.1], [0.0, 0.0, 1.8], [-3.6, -2.4, -1.2], [0.2, 0.8, 0.3], [-1.5, 1.1, 0.5], [-0.3, 0.2, 0.0], [0.3, -0.1, -0.5], [-0.5, -1.2, -0.2], [-0.5, 0.3, -0.2], [2.6, -0.6, -0.1], [-0.2, -2.1, 0.2], [-0.5, 0.5, -1.0], [-1.8, 0.1, 0.6], [1.9, -0.4, 0.4]], "mol_weight_g_mol": 103.16, "spin_multiplicity": 2, "e_homo_ev": [1.25, -5.15], "lumo_ha": [0.1508, 0.1440], "homo_lumo_gap_ev": [2.85, 9.07], "max_force_ev_per_a": 4.79, "total_charge": -1}

No. 6
{"formula": "C5H10O", "method": "wB97M-V/def2-TZVPD", "species": ["C", "C", "C", "C", "C", "O", "H", "H", "H", "H", "H", "H", "H", "H", "H", "H"], "positions_angstrom": [[1.933, 0.037, 0.508], [0.685, 0.600, -0.161], [-0.092, -0.400, -1.054], [-1.530, -0.303, -0.528], [-1.317, 0.143, 0.914], [-0.228, 1.043, 0.845], [2.241, 0.724, 1.301], [2.761, -0.070, -0.202], [1.737, -0.943, 0.960], [0.960, 1.491, -0.738], [-0.029, -0.130, -2.114], [0.308, -1.417, -0.954], [-2.097, -1.234, -0.621], [-2.072, 0.483, -1.065], [-1.090, -0.709, 1.577], [-2.170, 0.685, 1.332]], "atomic_forces_ev_per_a": [[0.0, 0.0, 0.0], [0.2, 0.0, -0.2], [0.1, 0.0, 0.0], [-0.1, 0.0, 0.0], [-0.2, -0.1, 0.0], [0.0, 0.1, 0.1], [0.0, -0.1, -0.1], [-0.1, 0.0, 0.1], [0.0, 0.1, -0.1], [0.0, -0.1, 0.1], [0.0, -0.1, 0.2], [-0.1, 0.2, 0.1], [0.1, 0.1, 0.0], [0.0, -0.1, 0.1], [0.0, 0.1, -0.1], [0.1, -0.1, 0.0]], "mol_weight_g_mol": 86.13, "smiles": "C[C@H]1CCCO1", "e_homo_ev": -9.54, "lumo_ha": 0.0412, "homo_lumo_gap_ev": 10.66, "max_force_ev_per_a": 0.25, "total_charge": 0}

No. 7
{"formula": "C2H2F4O", "method": "wB97M-V/def2-TZVPD", "species": ["C", "C", "O", "F", "F", "F", "F", "H", "H"], "positions_angstrom": [[0.597, 0.196, 0.416], [-1.177, -0.214, -0.390], [1.245, -0.353, -0.582], [0.688, 1.484, 0.617], [-1.578, 0.998, -0.774], [-1.824, -0.689, 0.670], [2.705, -0.312, -0.238], [0.456, -0.092, 1.498], [-1.112, -1.017, -1.218]], "atomic_forces_ev_per_a": [[-4.6, -1.7, 0.7], [3.8, -0.3, 0.3], [1.0, 0.0, 0.4], [0.6, 2.4, -1.1], [-0.5, -0.7, 0.1], [-0.7, 0.3, -0.2], [-0.2, -0.1, -0.1], [0.8, -1.6, -1.3], [-0.2, 1.6, 1.2]], "mol_weight_g_mol": 118.03, "e_homo_ev": -10.65, "lumo_ha": -0.0156, "homo_lumo_gap_ev": 10.23, "max_force_ev_per_a": 4.94, "total_charge": 0}

No. 8
{"formula": "C5H8N2", "method": "wB97M-V/def2-TZVPD", "species": ["C", "C", "C", "C", "N", "C", "N", "H", "H", "H", "H", "H", "H", "H", "H"], "positions_angstrom": [[-2.150, -0.258, 0.916], [-0.845, -0.089, 0.214], [0.253, 0.618, 0.738], [1.331, 0.327, -0.211], [2.664, 0.749, -0.075], [0.821, -0.428, -1.226], [-0.529, -0.668, -0.954], [-2.119, -1.241, 1.402], [-2.261, 0.482, 1.716], [-3.018, -0.221, 0.255], [-0.426, 1.482, 0.461], [3.342, 0.051, -0.362], [2.864, 1.034, 0.874], [1.267, -0.804, -2.134], [-1.193, -1.036, -1.615]], "atomic_forces_ev_per_a": [[-0.1, 0.0, -0.1], [-0.2, -0.8, -0.1], [-0.5, 0.1, -0.6], [-0.2, 0.0, -0.4], [-0.1, 0.0, 0.1], [0.2, 0.0, -0.1], [-0.1, -0.2, 0.1], [-0.1, 0.1, -0.1], [0.1, -0.1, -0.3], [0.0, 0.0, 0.0], [1.1, 1.1, 1.4], [-0.2, 0.2, 0.0], [-0.1, 0.0, -0.1], [0.1, -0.1, 0.1], [0.1, -0.3, 0.1]], "mol_weight_g_mol": 96.13, "smiles": "Cc1cc(N)c[nH]1", "e_homo_ev": -7.64, "lumo_ha": 0.0344, "homo_lumo_gap_ev": 8.58, "max_force_ev_per_a": 2.07, "total_charge": 0}

No. 9
{"formula": "C10H10O2", "method": "wB97M-V/def2-TZVPD", "species": ["C", "C", "C", "C", "C", "C", "C", "C", "C", "C", "H", "H", "H", "H", "H", "H", "H", "H", "H", "H", "O", "O"], "positions_angstrom": [[3.304, -0.532, 0.006], [1.726, -0.577, 0.563], [1.002, 0.210, -0.429], [-0.002, 2.215, 0.019], [-1.158, 1.199, -0.032], [-2.545, 1.129, 0.007], [-3.106, -0.106, 0.185], [-2.465, -1.334, -0.009], [-1.125, -1.321, -0.345], [-0.468, -0.024, -0.174], [3.274, -0.341, -1.363], [3.973, -1.741, 0.168], [3.600, 0.411, 0.897], [1.610, -0.138, 1.637], [1.266, -1.644, 0.442], [1.034, 0.124, -1.539], [-3.231, 1.978, 0.245], [-4.140, -0.167, 0.022], [-3.021, -2.169, 0.175], [-0.485, -2.229, -0.305], [1.217, 1.643, -0.225], [-0.259, 3.416, 0.054]], "atomic_forces_ev_per_a": [[0.0, -1.0, 1.1], [2.8, -2.6, -1.0], [-3.0, 1.6, -0.2], [-2.9, 2.7, -1.3], [3.2, -2.4, 0.0], [-0.5, 1.6, 2.1], [0.0, -0.6, -2.0], [2.0, 2.5, -0.3], [1.6, 1.4, 2.2], [-2.0, -0.6, -1.6], [0.4, -0.2, 4.8], [-2.1, 4.2, -0.2], [0.4, -2.8, -3.7], [0.1, -1.0, -2.1], [1.2, 1.8, 0.8], [1.2, -0.8, 0.8], [1.0, -0.4, -0.8], [-1.7, 0.1, 0.9], [-1.2, -2.4, 0.0], [-0.8, 0.6, -0.6], [-1.5, 0.0, 0.7], [1.7, -2.1, 0.4]], "mol_weight_g_mol": 162.19, "e_homo_ev": -9.55, "lumo_ha": 0.0114, "homo_lumo_gap_ev": 9.86, "max_force_ev_per_a": 4.83, "total_charge": 0}